No. 1
An isolated molecule of C4H6ClNS in a non-equilibrium geometry, computed with ωB97M-V/def2-TZVPD.

XYZ file:
```
13
Properties=species:S:1:pos:R:3:forces:R:3:nbo_charge:R:1
C -0.8135 -0.3592 1.2107 1.06 -0.01 -0.06 0.234
C -1.8508 0.5534 -0.7447 -0.40 0.53 -1.09 -0.618
C 1.8812 -0.8342 0.2001 -4.49 -1.46 0.88 -0.729
C -0.6005 0.0399 -0.1252 0.32 0.63 0.15 -0.473
N -0.9667 -0.7107 2.2903 -0.24 -0.26 0.77 -0.294
S 0.8538 0.2482 -0.8589 -0.39 -0.95 -0.50 0.871
Cl 1.9608 2.2355 -0.5730 0.04 -0.39 0.27 -0.436
H -1.6622 0.5052 -1.8339 -0.67 0.24 0.34 0.225
H -2.1928 1.6077 -0.4619 0.61 -1.49 -0.16 0.238
H -2.6010 -0.2020 -0.4540 -0.14 0.64 -0.41 0.238
H 1.5978 -0.3086 1.1031 0.59 -0.73 0.89 0.248
H 2.8757 -0.8111 0.0537 3.30 0.59 -0.97 0.239
H 1.5182 -1.9639 0.1937 0.40 2.65 -0.11 0.258
```
Forces are in eV/Å.

The frontier orbital gap comes out at 7.980 eV. The energy above the lowest of the compared OMol25 structures with the same formula, charge and spin comes out at 189.8 kJ/mol. The energy is -29090.775 eV. The value obtained for the HOMO energy is -9.024 eV. As for the charge: 0. Its molar mass is 135.6 g mol⁻¹.

---

No. 2
The ion C28H39N2O4 with charge +1, computed with ωB97M-V/def2-TZVPD.

XYZ file:
```
73
Properties=species:S:1:pos:R:3:forces:R:3:nbo_charge:R:1
C -6.8365 -4.0147 0.6817 0.24 0.00 0.10 -0.600
C -5.5795 -3.2201 1.0125 -0.28 0.12 -0.16 -0.386
C -5.6970 -1.7641 0.5675 0.44 -0.20 0.19 -0.397
C -4.4371 -0.9651 0.8924 -0.28 0.24 -0.04 -0.400
C -4.5709 0.5265 0.5818 0.03 -0.12 -0.12 -0.381
C -4.8172 0.8641 -0.8904 0.09 -0.13 0.04 -0.397
C -3.7662 0.3299 -1.8647 0.00 0.29 0.24 -0.397
C -2.3576 0.8450 -1.5762 -0.16 -0.30 -0.37 -0.400
C -1.3866 0.4854 -2.6983 0.28 0.16 0.53 -0.415
C 0.0304 0.9481 -2.4001 -0.19 0.28 -0.72 -0.074
O 0.5639 0.1530 -1.3228 -0.23 -0.36 0.32 -0.493
C 1.8592 0.1961 -1.1372 0.37 -0.27 0.19 0.807
O 2.6544 0.8311 -1.7819 -0.03 0.08 -0.13 -0.616
C 2.2823 -0.6811 0.0513 -0.86 0.31 -0.11 -0.348
N 3.7096 -0.6215 0.2088 0.52 0.41 0.15 -0.314
C 4.4398 0.4906 0.3527 -0.03 0.01 0.21 0.567
C 3.9109 1.8713 0.5791 0.09 0.56 -0.20 -0.142
O 2.7083 1.7975 1.2918 -0.10 -0.12 0.02 -0.516
C 1.6215 2.5546 0.8866 -0.19 -0.02 0.08 0.294
C 1.7045 3.7294 0.1651 0.15 -0.19 0.11 -0.279
C 0.5499 4.4269 -0.1622 -0.11 0.03 -0.04 -0.218
C -0.6797 3.9569 0.2502 0.08 0.11 -0.05 -0.204
C -0.7728 2.7855 0.9868 0.07 -0.20 0.12 -0.274
C 0.3682 2.0672 1.3046 0.21 -0.10 0.04 0.246
O 0.3936 0.8896 1.9963 0.28 0.39 -0.15 -0.511
C -0.8161 0.4049 2.5412 -0.27 -0.14 0.10 -0.254
N 5.7452 0.1959 0.3099 -0.80 -0.09 -0.01 -0.312
C 6.8268 1.1400 0.4184 0.42 0.57 0.12 -0.418
C 5.8783 -1.1654 0.1205 -0.52 -0.81 -0.16 0.104
C 6.9917 -1.9881 0.0034 -0.03 0.07 0.01 -0.209
C 6.7599 -3.3353 -0.1829 0.06 0.10 0.02 -0.185
C 5.4652 -3.8544 -0.2511 -0.11 0.04 0.00 -0.185
C 4.3529 -3.0462 -0.1350 -0.02 0.06 0.00 -0.223
C 4.5747 -1.6875 0.0511 0.90 -0.20 -0.03 0.179
H -6.7345 -5.0469 1.0075 -0.08 -0.12 -0.01 0.211
H -7.0212 -4.0099 -0.3903 -0.07 -0.03 -0.11 0.202
H -7.7018 -3.5825 1.1789 -0.13 0.01 0.03 0.204
H -5.4013 -3.2561 2.0899 0.09 0.00 0.02 0.193
H -4.7191 -3.6807 0.5200 0.08 0.00 0.05 0.190
H -6.5524 -1.3043 1.0670 -0.10 0.06 -0.04 0.198
H -5.8857 -1.7382 -0.5069 -0.10 0.04 -0.08 0.194
H -4.2209 -1.0733 1.9593 0.07 -0.06 0.01 0.200
H -3.5907 -1.3877 0.3461 0.12 -0.07 0.00 0.187
H -5.4036 0.9288 1.1632 0.04 0.06 0.08 0.209
H -3.6677 1.0402 0.9196 0.04 0.10 0.07 0.180
H -4.8614 1.9520 -0.9849 -0.08 0.03 -0.06 0.201
H -5.7919 0.4753 -1.1873 -0.08 0.07 -0.02 0.210
H -4.0526 0.6395 -2.8725 0.00 -0.08 -0.07 0.207
H -3.7655 -0.7607 -1.8489 0.01 -0.11 -0.08 0.198
H -2.3835 1.9307 -1.4610 0.03 0.08 0.09 0.199
H -1.9860 0.4153 -0.6455 0.02 0.06 0.16 0.196
H -1.7057 0.9566 -3.6287 0.03 -0.02 -0.07 0.220
H -1.3816 -0.5952 -2.8508 0.00 -0.05 -0.12 0.211
H 0.6843 0.8317 -3.2699 -0.07 0.03 0.16 0.206
H 0.0470 1.9971 -2.0859 0.06 -0.09 0.01 0.199
H 1.9793 -1.7121 -0.1303 0.08 0.08 0.02 0.247
H 1.7690 -0.3086 0.9476 0.13 -0.22 -0.24 0.300
H 4.6472 2.4498 1.1552 -0.08 -0.12 -0.12 0.213
H 3.7785 2.3524 -0.4009 0.09 -0.14 0.17 0.252
H 2.6621 4.1251 -0.1362 0.12 0.02 -0.01 0.221
H 0.6252 5.3412 -0.7283 0.01 0.10 -0.05 0.228
H -1.5784 4.5015 0.0074 -0.10 0.06 -0.02 0.228
H -1.7419 2.4396 1.3055 -0.10 -0.11 0.04 0.232
H -1.5227 0.1206 1.7563 -0.01 0.03 0.00 0.182
H -1.2782 1.1400 3.2041 0.01 0.00 -0.02 0.191
H -0.5452 -0.4775 3.1183 -0.07 0.05 -0.03 0.207
H 6.8294 1.6114 1.4027 0.02 -0.06 -0.05 0.230
H 7.7685 0.6151 0.2820 -0.08 0.03 -0.01 0.240
H 6.7398 1.9105 -0.3480 0.04 -0.07 0.02 0.231
H 7.9965 -1.6026 0.0570 0.12 0.04 0.00 0.233
H 7.5984 -4.0063 -0.2777 0.09 -0.05 -0.01 0.237
H 5.3337 -4.9144 -0.3980 -0.03 -0.10 -0.01 0.236
H 3.3605 -3.4628 -0.1866 -0.12 -0.04 -0.01 0.232
```
Forces are in eV/Å.

The frontier orbital gap comes out at 8.313 eV. The energy above the lowest of the compared OMol25 structures with the same formula, charge and spin comes out at 8.6 kJ/mol. The energy is -40834.259 eV. The value obtained for the HOMO energy is -11.062 eV. As for the charge: +1. Its molar mass is 467.6 g mol⁻¹.

---

No. 3
A structure of composition C20H32N4RuS3, computed with ωB97M-V/def2-TZVPD.

XYZ file:
```
60
Properties=species:S:1:pos:R:3:forces:R:3:nbo_charge:R:1
Ru 0.2592 -0.3029 0.1109 0.33 -0.27 -0.12 1.031
C 0.9323 -2.8070 2.9004 -0.04 -0.02 0.02 -0.578
C 0.5641 -1.4723 3.5341 -0.01 0.11 0.02 -0.500
S 0.3822 -0.0068 2.4218 0.01 0.01 0.02 0.404
C 1.8630 1.0285 2.6140 0.03 0.06 0.05 -0.537
C 3.0649 0.4290 1.9253 0.04 -0.08 -0.04 -0.543
S 2.6092 0.0104 0.1978 -0.01 0.11 0.16 0.439
C 3.2816 -1.6707 -0.0915 0.12 0.12 -0.10 -0.514
C 2.4748 -2.8131 0.5118 -0.08 0.00 -0.02 -0.560
S 2.6308 -2.9840 2.3138 0.01 -0.01 -0.01 0.314
H 0.2281 -3.1141 2.1261 0.00 0.01 -0.01 0.227
H 0.8256 -3.5415 3.7050 0.01 0.00 -0.02 0.303
H 1.3140 -1.1446 4.2574 -0.01 -0.01 0.01 0.280
H -0.3929 -1.5236 4.0567 0.00 -0.03 -0.01 0.277
H 2.0459 1.2041 3.6768 -0.01 -0.07 0.01 0.309
H 1.5766 1.9882 2.1783 0.02 0.01 0.02 0.254
H 3.4009 -0.4954 2.3940 0.00 0.02 0.02 0.287
H 3.8903 1.1423 1.8803 0.00 0.00 -0.04 0.301
H 4.3018 -1.6206 0.2970 0.00 -0.05 -0.01 0.291
H 3.3563 -1.7543 -1.1775 -0.03 0.00 0.00 0.272
H 2.8397 -3.7328 0.0468 0.03 0.00 0.06 0.292
H 1.4113 -2.7422 0.2468 0.03 -0.03 -0.04 0.195
C 1.0967 -0.5473 -4.1469 0.04 0.03 0.04 -0.206
C 0.1761 -1.5040 -4.5531 -0.02 0.00 0.02 -0.044
C -0.6794 -2.0707 -3.6120 0.03 0.01 0.06 -0.179
C -0.5860 -1.6843 -2.2898 -0.10 -0.04 -0.04 0.172
N 0.3259 -0.7514 -1.8951 -0.10 -0.06 -0.03 -0.525
C 1.1420 -0.1958 -2.8140 0.11 -0.01 -0.04 0.072
C -1.4663 -2.1971 -1.2178 0.05 -0.06 -0.02 0.167
C -2.3755 -3.2223 -1.3925 0.02 0.05 0.00 -0.179
C -3.1726 -3.6244 -0.3256 -0.01 0.00 0.01 -0.040
C -3.0448 -2.9832 0.9005 0.03 0.05 0.03 -0.207
C -2.1109 -1.9781 1.0242 -0.07 0.05 -0.02 0.074
N -1.3264 -1.5857 -0.0046 -0.24 -0.16 0.07 -0.520
H 1.7768 -0.0837 -4.8487 0.00 0.01 0.00 0.287
H 0.1166 -1.8057 -5.5916 0.00 0.00 -0.01 0.285
H -1.4110 -2.8014 -3.9250 0.00 -0.01 0.00 0.269
H 1.8544 0.5346 -2.4511 -0.02 0.02 -0.04 0.231
H -2.4728 -3.7188 -2.3472 0.01 0.01 -0.01 0.270
H -3.8871 -4.4283 -0.4552 0.00 0.00 0.00 0.287
H -3.6573 -3.2570 1.7491 0.00 -0.01 0.00 0.288
H -1.9857 -1.4457 1.9577 -0.02 -0.01 0.01 0.221
C -2.0720 4.3321 -3.0580 -0.02 -0.03 0.01 -0.619
C -2.4856 4.0691 -1.6061 0.02 0.04 -0.04 0.100
C -2.5952 5.4225 -0.8413 -0.04 -0.09 -0.04 -0.600
C -3.7588 3.2541 -1.4884 0.01 -0.03 -0.05 -0.672
N -1.3550 3.3924 -0.9404 0.05 -0.12 0.12 -0.069
N -1.4394 2.3426 -0.0696 -0.39 0.47 -0.08 -0.618
H -2.8175 4.9872 -3.5067 0.01 0.00 -0.02 0.277
H -2.0362 3.4056 -3.6301 0.01 0.00 -0.01 0.229
H -1.1098 4.8423 -3.1199 0.01 0.01 -0.01 0.237
H -3.4159 5.9620 -1.3173 0.01 0.04 0.02 0.284
H -1.6900 6.0195 -0.9452 0.00 0.02 0.02 0.243
H -2.8380 5.2735 0.2101 0.00 0.02 0.01 0.231
H -4.5434 3.7822 -2.0291 0.00 0.00 0.01 0.298
H -4.1131 3.1579 -0.4588 0.00 0.00 0.01 0.232
H -3.6662 2.2729 -1.9613 0.00 -0.02 0.00 0.224
H -0.4516 3.8628 -0.9530 -0.03 0.07 0.01 0.421
H -2.3992 1.9943 -0.1017 0.03 -0.01 0.03 0.418
H -1.2464 2.6701 0.8827 0.17 -0.11 -0.02 0.416
```
Forces are in eV/Å.

The frontier orbital gap (alpha / beta) comes out at 7.171 / 4.771 eV. The energy above the lowest of the compared OMol25 structures with the same formula, charge and spin comes out at 215.1 kJ/mol. The energy is -62264.898 eV. The value obtained for the HOMO energy (alpha / beta) is -20.004 / -19.945 eV. As for the charge: +4. Its molar mass is 525.8 g mol⁻¹. The multiplicity is 5.